This record from OMol25 describes a cluster of 14 separate species, C75H189N11O25 in total. The level of theory is wB97M-V/def2-TZVPD.

Last column: Mulliken charge in e.
CARTESIAN COORDINATES (ANGSTROEM)
C 0.410401 6.802082 -2.886586  0.463
C 0.049629 7.524012 -4.107130  1.616
C 0.748770 8.908047 -4.283975  -1.231
O 0.415815 6.676557 -5.220635  -0.558
H 1.469974 6.640169 -2.841539  -0.194
H -0.064861 5.821439 -2.964734  -0.322
H 0.109108 7.328104 -1.982001  -0.244
H -1.055835 7.620906 -4.137919  -0.636
H 0.498247 9.557158 -3.485062  0.011
H 0.402412 9.296577 -5.257601  0.499
H 1.873183 8.824295 -4.360947  0.229
H 0.166826 7.064434 -6.063762  0.268
C 5.844020 2.367003 0.788787  -0.728
C 5.422042 3.215014 2.002810  1.320
C 4.738080 2.398217 3.052858  -1.034
O 6.572927 3.881942 2.588092  -0.632
H 6.512127 2.935328 0.163601  0.411
H 4.952975 2.125575 0.234307  -0.101
H 6.402075 1.506018 1.144655  0.270
H 4.638140 3.926992 1.692933  -0.380
H 4.326129 3.008574 3.877816  -0.006
H 5.300052 1.628388 3.566462  0.492
H 3.915048 1.933820 2.520071  0.042
H 6.818512 4.703369 2.122634  0.342
C 3.498442 4.320080 -5.089757  -1.117
C 2.285788 3.930538 -5.871648  0.289
C 2.407580 2.471508 -6.295204  -0.682
O 1.132515 4.031000 -5.026220  0.425
H 3.195710 5.328741 -4.692668  0.188
H 4.397357 4.410373 -5.702274  0.433
H 3.648282 3.691017 -4.223596  0.047
H 2.155613 4.647581 -6.674139  0.617
H 1.447569 2.317350 -6.824619  0.088
H 2.397535 1.952507 -5.335750  -0.204
H 3.192791 2.201472 -6.993930  0.489
H 0.839385 4.936227 -4.979656  -0.347
C 2.335902 -1.767081 6.294705  -1.086
O 2.192183 -2.605789 5.210082  -0.032
C 1.799896 -3.887171 5.610967  -0.622
C 2.020141 -4.858967 4.511868  -0.564
N 1.319038 -4.482319 3.327401  1.656
C 1.120606 -5.460358 2.303987  -0.974
C 2.293831 -5.615433 1.369687  0.576
O 2.620793 -4.421606 0.688966  0.483
C 2.084448 -4.381171 -0.644632  -0.469
H 1.462457 -1.672229 6.910815  0.459
H 2.608605 -0.754532 5.941486  0.141
H 3.197531 -2.073069 6.875534  0.399
H 0.756140 -3.932281 5.978740  0.000
H 2.315628 -4.204213 6.491410  0.605
H 1.579146 -5.788678 4.913997  0.418
H 3.139191 -4.964858 4.391483  0.025
H 1.662625 -3.575288 2.962084  -0.683
H 0.208445 -5.203819 1.713678  -0.400
H 0.943763 -6.457542 2.758141  0.575
H 2.173997 -6.526414 0.723795  0.089
H 3.172970 -5.919047 1.983230  -0.549
H 2.574181 -3.547677 -1.092087  -0.105
H 0.998713 -4.150080 -0.706310  -0.826
H 2.213925 -5.255844 -1.223035  0.866
C -3.080210 4.379240 -3.234556  0.415
O -3.993668 4.906288 -4.133545  -0.463
C -3.426561 5.439424 -5.282238  -0.013
C -2.575111 4.514818 -6.126125  -0.191
N -3.357465 3.404037 -6.712023  -0.333
C -2.614369 2.588211 -7.694340  -1.126
C -1.405101 1.920318 -6.984252  0.574
O -1.871059 1.089790 -5.991716  -0.386
C -0.831200 0.333668 -5.442437  -0.749
H -2.235618 5.112287 -3.047586  -0.233
H -2.712866 3.353636 -3.411407  -0.379
H -3.612653 4.281055 -2.281697  0.319
H -2.849361 6.370416 -4.912741  -0.371
H -4.274086 5.867023 -5.814707  0.401
H -1.689162 4.122534 -5.582027  0.041
H -2.240490 5.025060 -7.041510  0.439
H -3.755547 2.796287 -5.975250  0.266
H -2.255963 3.287125 -8.474123  0.389
H -3.291026 1.861052 -8.122797  0.366
H -0.738206 2.690737 -6.517519  -0.546
H -0.757536 1.363541 -7.653194  0.552
H -0.476381 -0.338708 -6.247309  0.534
H -1.215393 -0.340833 -4.713103  0.174
H 0.015537 0.944825 -5.080642  0.201
C 3.438068 6.566885 -0.630584  -0.381
O 2.846460 7.800350 -0.510696  -0.380
C 2.413043 8.130704 0.754734  -0.090
C 2.032300 9.590578 0.767674  -1.073
N 0.985768 9.812592 -0.216589  0.357
C 0.266769 11.042854 -0.226205  -0.777
C -1.109078 11.002303 -0.834409  -0.408
O -1.014104 10.562845 -2.152025  0.033
C -1.619894 11.425144 -3.046293  -0.952
H 2.992874 5.768991 -0.033274  0.156
H 4.517167 6.580691 -0.350637  0.332
H 3.316424 6.281392 -1.673697  0.057
H 3.182404 7.889699 1.453317  0.610
H 1.497388 7.528274 0.936777  -0.045
H 2.877076 10.271967 0.705869  0.269
H 1.589624 9.732910 1.784699  0.427
H 1.186675 9.333621 -1.085583  -0.068
H 0.781626 11.905496 -0.718715  0.186
H 0.081662 11.312564 0.850479  0.430
H -1.614594 11.943284 -0.845726  0.676
H -1.765558 10.343719 -0.253365  -0.202
H -1.246824 12.455817 -2.954237  0.385
H -2.708232 11.479094 -2.913341  0.305
H -1.347592 11.045689 -4.018660  0.205
C 4.978150 -2.534567 1.447144  -0.138
O 6.049382 -3.139914 0.808143  -0.518
C 5.711756 -4.369961 0.239341  0.811
C 6.020567 -5.516552 1.103836  -0.725
N 5.659253 -6.805488 0.533859  -0.265
C 5.709393 -7.834997 1.613354  -0.457
C 5.144894 -9.177878 1.137272  -0.778
O 3.815252 -8.915632 0.720474  -0.036
C 3.192544 -9.836673 -0.110201  -0.286
H 4.198083 -2.151083 0.794201  -0.169
H 5.330793 -1.613331 1.913275  0.366
H 4.607692 -3.179413 2.278454  0.124
H 6.373842 -4.393976 -0.609592  0.463
H 4.699250 -4.481774 -0.115031  -0.923
H 5.524959 -5.401744 2.089129  0.124
H 7.103550 -5.555171 1.397506  0.426
H 4.793155 -6.816589 -0.011757  0.133
H 5.073702 -7.486626 2.446348  0.115
H 6.755107 -7.903445 1.888344  0.387
H 5.118669 -9.899434 1.967317  0.326
H 5.715406 -9.671393 0.339911  0.522
H 3.525409 -10.868533 -0.073260  0.442
H 3.255221 -9.555982 -1.234763  0.191
H 2.102269 -9.807124 0.110957  -0.250
C 2.087580 4.161869 4.685710  -1.007
O 1.141623 3.194925 4.369087  -0.003
C 0.375555 2.770981 5.489044  -0.675
C -0.445707 1.534533 5.194594  -0.535
N -1.314292 1.185530 6.323689  0.032
C -0.634673 0.791798 7.605193  0.008
C -1.217701 -0.522135 8.148334  -0.369
O -0.833365 -0.745655 9.443476  -0.355
C -1.580807 -0.057658 10.448780  -0.720
H 1.648560 4.969497 5.228138  0.458
H 2.473105 4.581916 3.742515  0.117
H 2.906092 3.749159 5.305112  0.348
H -0.370718 3.572787 5.736816  0.272
H 0.993904 2.518934 6.329512  0.484
H 0.317052 0.760395 5.005646  -0.099
H -1.013758 1.756001 4.290274  0.315
H -1.989472 1.904219 6.383930  0.269
H -0.770236 1.481593 8.439769  0.113
H 0.443776 0.759637 7.371900  0.072
H -0.944624 -1.358937 7.530026  -0.078
H -2.282028 -0.533930 7.890754  0.413
H -1.479318 1.021600 10.327665  0.295
H -1.214578 -0.236160 11.422652  0.329
H -2.662155 -0.287010 10.432154  0.271
C -5.005651 7.813094 -2.986366  -0.434
O -5.243890 8.804294 -2.015151  -0.491
C -4.202437 9.168949 -1.159372  0.185
C -4.173984 8.460130 0.149325  -0.859
N -3.706483 7.045099 0.204487  -0.109
C -2.292926 6.855528 0.546587  -0.663
C -1.968704 5.376353 0.724370  0.645
O -2.733880 4.977972 1.823721  -0.539
C -2.462231 3.666660 2.210453  -0.301
H -4.103968 7.954928 -3.539253  0.095
H -5.887142 7.837981 -3.677569  0.326
H -5.097192 6.770635 -2.588585  0.204
H -4.279743 10.245241 -0.984538  0.353
H -3.269376 8.964786 -1.673725  -0.173
H -5.212381 8.487038 0.513627  0.445
H -3.540449 9.050884 0.885890  0.264
H -4.309689 6.599875 0.858723  0.289
H -1.994312 7.397451 1.435352  0.377
H -1.754291 7.142933 -0.334007  0.083
H -0.894609 5.232307 0.878640  0.094
H -2.243106 4.918851 -0.246110  -0.311
H -1.568080 3.564781 2.860692  0.163
H -2.389965 3.038144 1.339430  0.023
H -3.279719 3.388742 2.877369  0.324
C 3.936654 -0.252027 -1.691821  -1.031
O 2.941808 -1.211101 -1.748809  0.265
C 1.967844 -0.774025 -2.676699  0.165
C 1.125308 -1.933733 -3.025571  -0.386
N 1.890702 -2.947357 -3.704477  -0.332
C 1.133254 -4.179674 -4.113289  0.367
C 1.944496 -5.306494 -4.650523  -1.152
O 2.655416 -5.942111 -3.600075  0.011
C 3.716045 -6.789529 -4.086054  -0.788
H 3.709198 0.665100 -1.134828  0.140
H 4.196524 0.024735 -2.702460  0.529
H 4.819034 -0.671045 -1.232163  0.269
H 2.466818 -0.393002 -3.578902  0.641
H 1.274421 -0.035293 -2.248690  -0.729
H 0.361102 -1.532733 -3.661885  0.278
H 0.595740 -2.265314 -2.149445  -0.174
H 2.575141 -3.222317 -2.985236  0.378
H 0.478529 -3.768678 -4.938210  0.449
H 0.588953 -4.583053 -3.307522  -0.362
H 2.555921 -4.911777 -5.485281  0.409
H 1.272163 -6.041958 -5.137782  0.422
H 3.279310 -7.734874 -4.475021  0.282
H 4.304873 -7.044714 -3.219204  0.149
H 4.394305 -6.291681 -4.803991  0.329
C -3.662073 -1.619510 4.884360  -0.356
O -3.588510 -2.987320 5.175437  -0.511
C -2.292421 -3.509671 4.724101  0.530
C -2.447493 -5.017917 4.710552  -1.219
N -3.130484 -5.499075 3.506443  0.279
C -3.228834 -6.962331 3.427232  -1.432
C -3.830135 -7.433743 2.134348  0.764
O -5.114262 -6.923203 2.065191  -0.420
C -5.968800 -7.644052 1.173206  -0.810
H -3.377483 -1.425394 3.860468  0.097
H -2.927884 -1.031236 5.502168  -0.044
H -4.677159 -1.272113 4.992085  0.420
H -1.590267 -3.163206 5.459000  0.234
H -2.107102 -3.254988 3.680745  -0.244
H -2.962044 -5.313583 5.635360  0.403
H -1.401105 -5.377807 4.721377  0.386
H -4.088691 -5.130972 3.572245  0.137
H -3.853880 -7.364290 4.268963  0.297
H -2.228470 -7.326043 3.591740  0.528
H -3.902912 -8.520608 2.194467  0.564
H -3.231410 -7.203750 1.268999  -0.523
H -6.030071 -8.726773 1.412017  0.357
H -5.650296 -7.542716 0.116060  0.251
H -6.950177 -7.194447 1.227880  0.300
C 0.764592 -11.385659 1.944321  -0.818
O 0.224972 -10.737189 0.847089  -0.204
C -1.189058 -10.781420 0.878775  -0.676
C -1.666882 -9.844126 -0.233149  -0.799
N -1.223997 -8.511264 -0.028930  0.400
C -1.742125 -7.564971 -1.052703  -1.386
C -1.150376 -6.215597 -0.645996  1.256
O -1.244750 -5.203037 -1.555906  -0.018
C -2.549460 -4.981923 -1.985832  -0.986
H 0.487852 -10.813418 2.852791  0.331
H 1.865937 -11.470363 1.814875  0.198
H 0.480090 -12.442990 2.053645  0.330
H -1.499456 -10.407787 1.878940  0.311
H -1.572739 -11.812221 0.723118  0.353
H -2.750359 -9.902174 -0.212388  0.452
H -1.394221 -10.288406 -1.242979  0.350
H -0.242069 -8.474765 -0.060200  -0.113
H -2.827955 -7.519006 -1.134657  0.403
H -1.388129 -7.849561 -2.030664  0.662
H -0.065812 -6.333757 -0.542139  -0.547
H -1.531606 -6.011661 0.412716  -0.539
H -3.222453 -5.118917 -1.143528  0.285
H -2.857083 -5.801538 -2.675265  0.351
H -2.667419 -4.059089 -2.517529  0.262
C -1.393589 1.364587 -1.786148  1.440
O -2.826045 1.313301 -1.818125  -0.377
C -3.298698 0.497251 -2.840105  1.999
C -4.860576 0.544475 -2.843272  -1.651
N -5.527925 -0.267365 -1.805903  -0.343
C -5.327853 -1.720013 -1.900387  0.022
C -5.940394 -2.519198 -0.710995  -0.914
O -4.995493 -2.368458 0.385882  -0.128
C -5.014224 -3.270833 1.447247  -0.108
H -1.058728 2.034555 -1.022655  -0.341
H -1.041903 1.747126 -2.770171  -0.043
H -0.924885 0.368893 -1.606619  -0.570
H -2.960305 -0.507908 -2.695287  -0.510
H -2.924468 0.859473 -3.820652  -0.873
H -5.187778 0.121565 -3.753649  0.456
H -5.176264 1.576743 -2.761688  0.456
H -5.261979 0.013531 -0.840261  0.337
H -4.293727 -2.043855 -2.055142  -0.098
H -5.904844 -2.074068 -2.776300  0.410
H -6.071539 -3.570880 -0.949551  0.466
H -6.872605 -2.059245 -0.352059  0.335
H -4.031102 -3.376429 1.837729  -0.219
H -5.316562 -4.264330 1.061356  0.123
H -5.819695 -3.078795 2.198591  0.282
C 1.961601 3.059563 -1.716683  -1.259
O 1.550999 2.122551 -0.747030  1.463
C 1.662886 2.552977 0.582039  0.371
C 0.959818 1.518382 1.427156  0.733
N 1.736849 0.300157 1.388848  0.836
C 1.178380 -0.871915 2.046926  -0.388
C -0.309743 -1.333904 1.646926  -0.376
O -0.461278 -1.410642 0.215008  1.379
C -1.827836 -1.727474 -0.110711  -0.566
H 1.499800 4.067576 -1.539179  -0.130
H 1.647664 2.880835 -2.756299  0.146
H 3.025873 3.166586 -1.666027  0.335
H 1.182555 3.517143 0.665745  -0.210
H 2.694699 2.568469 0.973825  -1.021
H -0.058503 1.289975 1.094260  0.283
H 0.981750 1.865836 2.440100  -0.302
H 1.873597 0.007640 0.440411  -0.442
H 1.150971 -0.732005 3.148915  -0.030
H 1.780777 -1.723200 1.784857  -0.702
H -1.055189 -0.669574 2.083023  0.501
H -0.376403 -2.299919 2.145493  -0.389
H -2.033504 -2.763867 0.164063  0.046
H -1.919830 -1.625633 -1.200747  -0.714
H -2.466359 -0.987000 0.391071  0.443

Atoms 1-3, force components in eV/Å:
0.0 -0.9 0.7
-0.1 1.6 -1.6
0.5 -1.6 -1.3

Its energy above the lowest of the compared OMol25 structures with the same formula, charge and spin is 0.0 kJ/mol. The charge is 0. The spin multiplicity is 1. The calculation puts the HOMO-LUMO gap at 8.7 eV. As for the max |F|: 0.0539 Eh/bohr.